Record 1
H26HeO13 | wB97M-V/def2-TZVPD

Structure (XYZ):
```
40
Properties=species:S:1:pos:R:3
He 0.46 -0.50 0.20
O 0.08 2.46 -2.05
H 0.04 2.56 -3.00
H 0.29 3.33 -1.72
O 3.61 -1.26 1.04
H 3.65 -1.90 0.33
H 4.36 -0.68 0.88
O 2.04 0.26 -2.34
H 1.65 -0.59 -2.15
H 1.32 0.88 -2.22
O -1.66 -2.11 1.58
H -1.56 -1.23 1.96
H -2.29 -2.54 2.16
O 0.50 -3.04 0.32
H -0.26 -2.73 0.81
H 0.56 -3.97 0.53
O 0.41 -2.35 -2.58
H 0.93 -3.09 -2.89
H 0.14 -2.60 -1.70
O -0.29 1.99 1.47
H -0.68 1.45 2.15
H -0.99 2.12 0.83
O -1.65 0.15 2.99
H -1.20 -0.19 3.76
H -2.58 0.09 3.21
O 2.51 3.54 1.04
H 2.70 3.96 1.88
H 2.02 2.75 1.27
O -2.85 -0.58 -0.90
H -2.47 -1.08 -0.17
H -3.77 -0.47 -0.67
O -2.03 2.04 -0.65
H -1.27 2.04 -1.23
H -2.47 1.21 -0.81
O -1.71 -0.60 -3.50
H -0.90 -1.08 -3.34
H -2.09 -0.47 -2.64
O 2.11 0.91 2.23
H 2.08 0.02 1.89
H 1.25 1.27 2.03
```

HOMO level	-10.1	eV
net charge	0
molecular weight	238.20	g/mol
E_tot	-996.6182	Ha
E_LUMO	-0.722	eV
energy relative to the best compared isomer or geometry (same formula, charge and spin)	1.308	eV
HOMO-LUMO gap	9.41	eV

For reference, the Mulliken charges in units of e are: 0.02, -0.72, 0.29, 0.27, -0.61, 0.29, 0.30, -0.64, 0.35, 0.35, -0.72, 0.43, 0.28, -0.60, 0.38, 0.29, -0.65, 0.28, 0.33, -0.65, 0.33, 0.38, -0.76, 0.32, 0.29, -0.67, 0.30, 0.29, -0.70, 0.32, 0.31, -0.81, 0.41, 0.53, -0.66, 0.38, 0.34, -0.64, 0.31, 0.45

Record 2
H26O13 | wB97M-V/def2-TZVPD

Structure (XYZ):
```
39
Properties=species:S:1:pos:R:3
O -3.43 0.52 0.38
H -4.01 1.14 0.84
H -3.21 -0.14 1.06
O -3.57 -1.53 2.26
H -2.74 -1.86 2.68
H -3.41 -1.70 1.32
O -1.55 -0.02 -3.36
H -1.33 0.67 -4.01
H -1.83 -0.67 -4.02
O 3.23 -1.15 1.66
H 3.30 -1.26 0.69
H 2.32 -1.35 1.88
O 0.19 -1.58 -1.79
H -0.08 -2.38 -1.31
H -0.53 -1.41 -2.42
O -0.83 2.21 1.08
H -0.71 1.88 1.98
H -1.73 2.04 0.80
O 0.16 1.86 -1.64
H 0.63 2.68 -1.80
H 0.62 1.33 -2.30
O 2.63 -1.07 -1.08
H 1.67 -1.12 -1.29
H 3.07 -1.88 -1.34
O -1.10 -1.89 2.53
H -0.36 -1.48 3.01
H -0.59 -2.64 2.19
O 0.75 -0.03 1.18
H 1.57 0.35 0.82
H 0.37 -0.13 0.29
O -2.44 -1.73 -1.23
H -1.83 -0.97 -1.31
H -3.11 -1.01 -1.33
O 3.81 1.25 0.41
H 3.82 0.36 0.83
H 3.14 1.62 1.00
O 2.27 3.29 -0.29
H 2.66 3.03 0.54
H 1.62 3.99 -0.26
```

HOMO level	-10.3	eV
net charge	0
molecular weight	234.20	g/mol
E_tot	-993.6435	Ha
E_LUMO	-0.061	eV
energy relative to the best compared isomer or geometry (same formula, charge and spin)	3.530	eV
HOMO-LUMO gap	10.20	eV

For reference, the Mulliken charges in units of e are: -0.65, 0.27, 0.43, -0.75, 0.41, 0.31, -0.55, 0.27, 0.29, -0.73, 0.41, 0.33, -0.63, 0.31, 0.32, -0.57, 0.27, 0.29, -0.50, 0.22, 0.27, -0.67, 0.37, 0.28, -0.66, 0.30, 0.30, -0.33, 0.06, 0.37, -0.64, 0.25, 0.37, -0.64, 0.35, 0.25, -0.54, 0.28, 0.31

Record 3
H26O13 | wB97M-V/def2-TZVPD

Structure (XYZ):
```
39
Properties=species:S:1:pos:R:3
O 2.06 2.37 -0.61
H 2.20 3.32 -0.63
H 1.86 2.18 0.32
O 1.91 1.51 2.35
H 1.14 0.95 2.57
H 2.65 1.10 2.82
O -2.20 -2.20 0.38
H -2.86 -1.63 -0.01
H -1.58 -2.40 -0.34
O 2.83 -0.93 -1.50
H 2.32 -1.12 -2.29
H 2.35 -0.24 -1.04
O 0.21 0.04 0.08
H -0.47 0.49 0.58
H -0.11 0.04 -0.83
O -0.08 0.23 3.42
H -0.20 0.46 4.34
H -0.35 -0.71 3.36
O -0.59 1.08 -2.46
H -0.20 1.92 -2.71
H -1.53 1.20 -2.62
O -1.96 1.68 1.86
H -1.39 1.28 2.53
H -2.06 2.59 2.14
O -1.03 3.78 -1.23
H -0.79 2.97 -0.76
H -1.68 4.20 -0.66
O 1.00 -1.16 -3.55
H 1.24 -1.15 -4.48
H 0.55 -0.32 -3.41
O 1.14 -2.61 0.88
H 1.50 -2.84 0.02
H 1.00 -1.66 0.84
O -1.07 -2.20 2.93
H -1.08 -2.10 1.97
H -1.56 -3.01 3.09
O -1.00 -2.55 -2.09
H -1.82 -2.53 -2.59
H -0.36 -2.07 -2.64
```

HOMO level	-10.2	eV
net charge	0
molecular weight	234.20	g/mol
E_tot	-993.7452	Ha
E_LUMO	-0.116	eV
energy relative to the best compared isomer or geometry (same formula, charge and spin)	0.763	eV
HOMO-LUMO gap	10.04	eV

For reference, the Mulliken charges in units of e are: -0.58, 0.28, 0.33, -0.68, 0.38, 0.30, -0.67, 0.25, 0.44, -0.71, 0.44, 0.25, 0.22, 0.04, 0.09, -0.68, 0.29, 0.36, -0.66, 0.29, 0.28, -0.63, 0.34, 0.32, -0.63, 0.36, 0.29, -0.75, 0.31, 0.35, -0.65, 0.32, 0.21, -0.70, 0.34, 0.29, -0.66, 0.29, 0.37

Q: Which value of HOMO level does entry 2 give?
A: -10.3 eV